(1)
The following is a quantum chemistry calculation of 9 unconnected molecules or ions with the total composition C38H45F8NO29P, from the Open Molecules 2025 dataset.

XYZ file:
```
122
Properties=species:S:1:pos:R:3
C 3.0666 -0.1388 1.7799
C 3.5640 0.7517 0.6730
C 4.5507 1.6924 0.9847
C 5.0703 2.5470 0.0192
C 4.5899 2.4814 -1.2800
C 3.6095 1.5600 -1.6166
C 3.0950 0.6978 -0.6480
C 2.0209 -0.2789 -1.0294
N 0.6502 0.3664 -1.1287
C 0.4003 1.4334 -0.0979
C -1.0833 1.8341 0.0620
C -1.4567 3.0908 -0.7526
C -2.9546 3.1585 -0.9018
O -3.4939 3.5851 -1.8730
O -2.0013 0.7851 -0.1907
C -1.7394 0.1322 -1.4073
C -0.4514 -0.6534 -1.2261
P -0.7013 -1.7504 0.2342
O -2.0870 -2.2081 0.2003
O 0.3604 -2.9256 0.1157
O -0.3099 -0.9642 1.5505
H 2.8854 -1.1655 1.4717
H 2.1587 0.2262 2.2533
H 3.8231 -0.1812 2.5512
H 4.9197 1.7442 1.9956
H 5.8462 3.2337 0.3128
H 4.9951 3.1586 -2.0140
H 3.2482 1.5024 -2.6330
H 1.9998 -1.0909 -0.3201
H 2.2369 -0.7018 -2.0078
H 0.6716 0.8458 -2.0288
H 0.9376 2.3108 -0.4328
H 0.8082 1.1117 0.8460
H -1.2122 2.0827 1.1091
H -0.9782 3.1307 -1.7254
H -1.1904 3.9675 -0.1669
H -3.5635 2.7968 -0.0631
H -2.5517 -0.5252 -1.6750
H -1.5607 0.8582 -2.2075
H -0.2304 -1.2692 -2.0931
H 0.9452 -2.9430 0.8864
H -1.0116 -1.0520 2.2132
C 5.9231 2.7281 6.5935
C 5.4213 3.9570 5.8758
O 4.7613 3.3948 4.7407
C 4.3435 2.1529 5.0923
O 3.5526 1.5128 4.4689
O 4.9290 1.7496 6.2281
F 6.4259 4.7537 5.4503
H 6.8959 2.4128 6.2171
H 5.9786 2.8524 7.6689
H 4.7077 4.5553 6.4430
C -5.7220 -0.2034 -0.6252
C -5.8069 0.6557 -1.8683
O -7.0498 0.2722 -2.4199
C -7.8419 -0.1451 -1.3919
O -9.0129 -0.3012 -1.4598
O -7.1005 -0.3486 -0.2769
F -4.8143 0.3698 -2.7532
H -5.2948 -1.1840 -0.8430
H -5.1646 0.2597 0.1855
H -5.8096 1.7310 -1.6805
C 2.3915 -0.8010 -6.7100
C 3.3815 0.3106 -6.4446
O 3.5108 0.2610 -5.0225
C 3.2556 -1.0137 -4.6370
O 3.5050 -1.4553 -3.5586
O 2.6749 -1.7079 -5.6286
F 2.9016 1.5197 -6.8000
H 1.3623 -0.4512 -6.6277
H 2.5292 -1.2888 -7.6701
H 4.3635 0.1665 -6.8960
C 0.8736 -5.6763 -3.8088
C 1.9390 -5.7149 -4.8819
O 1.2107 -5.3350 -6.0413
C 0.1785 -4.5551 -5.6396
O -0.4672 -3.8633 -6.3568
O -0.0031 -4.6512 -4.3013
F 2.4430 -6.9546 -5.0562
H 0.3332 -6.6212 -3.7497
H 1.2584 -5.4162 -2.8266
H 2.7615 -5.0133 -4.7306
C 0.4500 1.6471 5.4407
C -0.9570 1.6465 4.8919
O -1.7012 1.0922 5.9483
C -1.0397 1.3855 7.1170
O -1.5044 1.2889 8.1947
O 0.2209 1.8133 6.8402
F -1.0726 0.8449 3.7863
H 0.9537 0.6961 5.2620
H 1.0626 2.4530 5.0456
H -1.3522 2.6341 4.6482
C -11.4050 -1.1155 0.2672
C -12.8604 -0.9940 -0.1185
O -13.5278 -1.4403 1.0495
C -12.7116 -1.1831 2.1130
O -13.0526 -1.2016 3.2455
O -11.4592 -0.8935 1.6842
F -13.1866 -1.8041 -1.1558
H -11.0224 -2.1177 0.0705
H -10.7649 -0.3883 -0.2183
H -13.1843 0.0222 -0.3495
C 10.5734 3.1736 7.6187
C 10.9179 3.7993 8.9518
O 9.7553 4.5645 9.2342
C 8.7083 3.9685 8.6148
O 7.5668 4.2016 8.8385
O 9.1452 3.0609 7.7064
F 11.9853 4.6218 8.8670
H 10.8363 3.8327 6.7909
H 11.0299 2.1996 7.4673
H 11.0808 3.0852 9.7603
C -4.3060 -4.9983 -6.6370
C -3.2219 -5.0390 -7.6887
O -3.9225 -4.6624 -8.8606
C -4.9669 -3.8704 -8.4788
O -5.5976 -3.1848 -9.2048
O -5.1662 -3.9720 -7.1381
F -2.7159 -6.2894 -7.8480
H -4.8509 -5.9423 -6.5882
H -3.9346 -4.7425 -5.6478
H -2.4026 -4.3429 -7.5171
```

Results
Largest force on an atom: 1.539 eV/A
HOMO: -12.042 eV
E: -4851.97558 Eh
Total charge: +1
Kohn-Sham gap: 9.06 eV


(2)
The following is a quantum chemistry calculation of 4 unconnected molecules or ions with the total composition C38H45FN4O9S2, from the Open Molecules 2025 dataset.

XYZ file:
```
99
Properties=species:S:1:pos:R:3
C -2.6701 -0.8773 4.3111
C -2.0927 -1.7272 3.1642
C -0.6642 -1.3332 2.7219
C -0.5566 -0.8840 1.2508
N -0.1939 0.5178 1.0081
C 1.1388 0.8877 1.4947
C 1.8494 1.8601 0.5457
C 2.7638 1.1943 -0.4961
C 2.1225 -0.0504 -1.1240
C 2.7792 -0.4855 -2.3977
C 4.0413 -0.9447 -2.4200
F 4.7912 -1.0293 -1.3088
C 4.6838 -1.3937 -3.6827
O 5.7595 -1.9685 -3.6799
C 3.9658 -1.0871 -4.9229
C 2.6967 -0.6349 -4.9562
O 2.1469 -0.3308 -6.1507
C 0.7956 -0.7705 -6.3863
C -0.1971 0.3958 -6.2894
C 1.9637 -0.4332 -3.6559
O 0.7658 -0.2556 -3.5792
C -1.2032 1.4205 1.3701
S -1.4167 2.1055 2.8195
S -2.3416 1.8358 0.0275
C -3.8184 0.8562 0.4603
C -4.7444 1.5285 1.4681
C -5.3318 2.8459 0.9551
H -3.5527 -0.3168 4.0183
H -1.9339 -0.1647 4.6747
H -2.9495 -1.4884 5.1547
H -2.0390 -2.7454 3.5429
H -2.7689 -1.7642 2.3130
H -0.2311 -0.6134 3.4094
H -0.0613 -2.2364 2.8089
H -1.5283 -1.0357 0.7845
H 0.1376 -1.5083 0.6948
H 1.1401 1.3193 2.4942
H 1.7191 -0.0298 1.5711
H 2.4857 2.4820 1.1723
H 1.1224 2.5233 0.0805
H 3.7321 0.9944 -0.0477
H 2.9152 1.9392 -1.2785
H 1.0598 0.1320 -1.2403
H 2.2109 -0.8738 -0.4146
H 4.5166 -1.2377 -5.8378
H 0.5233 -1.5534 -5.6875
H 0.7308 -1.1777 -7.3895
H -0.9018 0.2587 -5.4790
H -0.7176 0.5674 -7.2262
H 0.3651 1.2973 -6.0621
H -4.3751 0.6943 -0.4595
H -3.5000 -0.1148 0.8242
H -4.2477 1.6547 2.4245
H -5.5873 0.8503 1.6137
H -5.5569 3.4898 1.7994
H -4.6183 3.3693 0.3229
H -6.2344 2.6711 0.3778
C 4.0770 -4.8347 -4.7169
C 4.6226 -5.1066 -5.9641
C 3.8458 -5.6964 -6.9484
C 2.5270 -6.0013 -6.6649
C 1.9673 -5.7436 -5.4273
C 2.7525 -5.1559 -4.4485
N 1.6920 -6.6072 -7.7137
O 2.2133 -6.8400 -8.7833
O 0.5309 -6.8347 -7.4468
H 4.6846 -4.3673 -3.9533
H 5.6537 -4.8552 -6.1703
H 4.2641 -5.9105 -7.9203
H 0.9364 -5.9932 -5.2256
H 2.3293 -4.9443 -3.4758
C 3.2930 7.2513 -2.2781
C 2.3606 6.9637 -1.2902
C 2.7288 6.2139 -0.1849
C 4.0333 5.7661 -0.0877
C 4.9743 6.0368 -1.0636
C 4.5965 6.7854 -2.1663
N 4.4318 4.9849 1.0928
O 3.5771 4.7462 1.9197
O 5.5865 4.6235 1.1674
H 3.0032 7.8411 -3.1376
H 1.3458 7.3254 -1.3792
H 2.0083 5.9859 0.5863
H 5.9865 5.6732 -0.9697
H 5.3204 7.0078 -2.9378
C -6.8404 -1.4127 10.7004
C -5.7689 -0.5424 10.5515
C -5.1606 -0.3944 9.3157
C -5.6421 -1.1229 8.2440
C -6.7039 -1.9986 8.3737
C -7.3045 -2.1421 9.6138
N -5.0125 -0.9532 6.9247
O -4.0710 -0.1909 6.8473
O -5.4773 -1.5817 5.9969
H -7.3160 -1.5223 11.6660
H -5.4077 0.0239 11.3986
H -4.3270 0.2806 9.1934
H -7.0616 -2.5609 7.5244
H -8.1372 -2.8213 9.7317
```

Results
Largest force on an atom: 1.147 eV/A
HOMO: -8.088 eV
E: -3267.05694 Eh
Total charge: 0
SMILES string: CCCCN(CCCCC1=C(F)C(=O)C=C(OCC)C1=O)C(=S)SCCC.O=[N+]([O-])c1ccccc1.O=[N+]([O-])c1ccccc1.O=[N+]([O-])c1ccccc1
Kohn-Sham gap: 6.57 eV


(3)
The following is a quantum chemistry calculation of a molecular structure, C38H45N4O2PS2Si2V, from the Open Molecules 2025 dataset.

XYZ file:
```
95
Properties=species:S:1:pos:R:3
V 1.2128 0.5562 0.3999
C 1.0458 -3.4116 0.9324
Si -0.4170 -2.4086 1.6995
C -1.8733 -2.3936 0.5190
C -0.8120 -3.3602 3.3024
C 0.1762 -0.6578 2.1347
C 1.5047 -0.7887 2.7407
C 1.9244 -1.2964 3.9967
C 3.2626 -1.3647 4.2969
C 4.1736 -0.9849 3.3254
C 3.7181 -0.4584 2.1243
N 2.4220 -0.3593 1.8577
Si -1.0588 0.2120 3.2519
C -2.8936 -0.1801 2.8578
C -1.0253 2.0885 3.2251
C -0.9317 -0.0446 5.1455
H 1.4130 -4.1495 1.6467
H 1.9349 -2.8073 0.6783
H 0.7052 -3.8935 0.0315
H -1.8158 -3.2162 -0.1860
H -1.7905 -1.4607 -0.0906
H -2.8597 -2.3887 0.9892
H -1.2515 -4.3242 3.0374
H -1.5214 -2.8388 3.9579
H 0.0922 -3.5856 3.8443
H 1.1710 -1.5779 4.7084
H 3.6045 -1.7326 5.2711
H 5.2347 -1.1349 3.4515
H 4.4047 -0.0740 1.3797
H -3.0990 0.1161 1.8270
H -3.5252 0.3938 3.5107
H -3.1985 -1.2171 2.9474
H -1.0256 2.4325 2.2018
H -0.1519 2.5095 3.7388
H -1.9325 2.5148 3.6709
H -0.9892 -1.0545 5.4943
H -1.8111 0.4698 5.5256
H -0.0371 0.4656 5.5140
N 1.2037 -0.8186 -1.1044
C 2.5323 -0.7639 -1.7648
C 3.3725 0.4725 -1.3961
O 4.4879 0.5064 -1.8543
O 2.7588 1.3201 -0.5989
H 0.9409 -1.7702 -0.9672
H 0.4316 -0.5014 -1.7217
H 2.4414 -0.8348 -2.8647
H 3.0767 -1.6488 -1.4328
C 3.3288 4.2700 4.5536
C 3.1471 5.1968 3.5198
C 2.4996 4.8250 2.3706
C 2.0416 3.5154 2.2576
C 2.2364 2.5687 3.2443
C 2.9176 2.9392 4.3830
N 1.3564 3.0936 1.0623
N 1.0995 4.0386 0.3204
C 0.5794 3.6982 -0.9120
C 0.9157 4.6568 -1.8506
C 0.6233 4.4718 -3.1935
C -0.0721 3.3274 -3.5986
C -0.4786 2.4236 -2.6394
C -0.1990 2.5867 -1.2886
H 3.8953 4.5362 5.4252
H 3.5048 6.2443 3.5693
H 2.3316 5.5511 1.5831
H 1.8758 1.5717 3.1005
H 3.0921 2.2155 5.1454
H 1.3813 5.6064 -1.5257
H 0.9059 5.2335 -3.9089
H -0.2315 3.1889 -4.6713
H -1.0514 1.5602 -3.0073
S 0.1643 -3.4815 -3.0514
P -1.2266 -1.9457 -3.0353
S -0.9421 1.4535 -0.1221
C -2.9287 -2.6850 -3.1426
C -3.9533 -1.9759 -2.5238
C -5.2433 -2.5080 -2.4401
C -5.4892 -3.7908 -2.9720
C -4.4751 -4.4950 -3.6163
C -3.1854 -3.9535 -3.7148
C -1.0962 -1.0435 -4.6390
C -2.1668 -0.2763 -5.0734
C -2.0283 0.5463 -6.1984
C -0.8298 0.5709 -6.8851
C 0.2452 -0.1927 -6.4426
C 0.1097 -1.0318 -5.3578
H -3.6995 -1.0258 -2.0517
H -6.0393 -1.9473 -1.9593
H -6.4566 -4.2275 -2.8720
H -4.6971 -5.4664 -4.0375
H -2.3509 -4.4633 -4.2064
H -3.0941 -0.3241 -4.4914
H -2.9033 1.1092 -6.5183
H -0.7432 1.1433 -7.8244
H 1.1694 -0.1945 -6.9962
H 0.9349 -1.6698 -5.0224
```

Results
Largest force on an atom: 1.681 eV/A
HOMO (alpha / beta): -3.916 / -3.925 eV
E: -4505.46500 Eh
Total charge: -1
2S+1: 3
ΔE to the lowest compared entry with this formula, charge and spin: 0.000 eV
Kohn-Sham gap (alpha / beta): 5.40 / 5.45 eV


(4)
The following is a quantum chemistry calculation of 2 unconnected molecules or ions with the total composition C38H45N4S, from the Open Molecules 2025 dataset.

XYZ file:
```
88
Properties=species:S:1:pos:R:3
C -6.5718 -1.4614 -0.4122
C -6.6021 -2.7938 0.3287
N -5.3358 -3.5271 0.1824
C -5.4035 -4.9885 0.3683
C -4.2138 -5.6982 -0.2705
C -2.9035 -5.1044 0.2570
C -2.9150 -3.5982 0.2360
C -4.1122 -2.8616 0.1096
C -4.0505 -1.4510 -0.0097
C -2.8236 -0.8191 -0.0535
C -1.6081 -1.5358 0.0622
C -0.3427 -0.8985 -0.0431
C 0.9203 -1.5452 -0.1162
C 2.1311 -0.8237 0.0132
C 3.3580 -1.4564 0.0330
C 3.4212 -2.8704 -0.0443
N 4.6460 -3.5364 -0.0855
C 5.9110 -2.8030 -0.2361
C 5.8729 -1.4642 0.4920
C 4.6298 -0.6495 0.0882
C 4.7172 -4.9979 -0.2674
C 3.5308 -5.7079 0.3758
C 2.2168 -5.1195 -0.1498
C 2.2277 -3.6128 -0.1727
C 1.0417 -2.9401 -0.3082
C -1.7263 -2.9211 0.3139
C -5.3234 -0.6452 -0.0308
H -6.5852 -1.6458 -1.4934
H -7.4892 -0.8937 -0.2008
H -6.7589 -2.6320 1.3993
H -7.4239 -3.4283 -0.0197
H -5.4203 -5.1769 1.4455
H -6.3504 -5.3577 -0.0368
H -4.2608 -6.7820 -0.0944
H -4.2578 -5.5709 -1.3593
H -2.7120 -5.4499 1.2785
H -2.0542 -5.4695 -0.3375
H -2.7825 0.2503 -0.1571
H -0.3345 0.1774 -0.0371
H 2.0806 0.2467 0.1039
H 6.7333 -3.4323 0.1209
H 6.0707 -2.6512 -1.3078
H 5.8735 -1.6401 1.5748
H 6.7938 -0.9000 0.2869
H 4.7991 -0.2094 -0.9023
H 4.4913 0.1968 0.7721
H 4.7323 -5.1894 -1.3441
H 5.6659 -5.3642 0.1361
H 3.5800 -6.7917 0.1997
H 3.5789 -5.5812 1.4644
H 2.0140 -5.4878 -1.1609
H 1.3732 -5.4697 0.4617
H 0.1972 -3.5108 -0.6404
H -0.8769 -3.4727 0.6653
H -5.2024 0.2067 -0.7109
H -5.4718 -0.2135 0.9668
C 2.1538 4.0577 -3.6433
C 1.1904 5.1233 -3.1215
C 1.2657 6.3967 -3.9678
C 1.4509 5.3800 -1.6078
C 0.5648 6.5185 -1.0603
C 0.6427 6.6135 0.4536
N 0.4998 5.2813 1.0389
C -0.0466 5.0314 2.3248
C -0.0366 3.6676 2.6339
C -0.5031 3.2172 3.8536
C -0.9902 4.1331 4.7692
C -1.0155 5.4872 4.4661
C -0.5480 5.9448 3.2510
S 0.6280 2.7201 1.2976
C 0.8875 4.1658 0.3024
N 1.3434 4.1510 -0.9029
H 3.1840 4.4100 -3.5757
H 2.0808 3.1412 -3.0544
H 1.9539 3.8069 -4.6869
H 0.1654 4.7214 -3.1907
H 2.2477 6.8625 -3.8744
H 1.1001 6.1784 -5.0253
H 0.5153 7.1304 -3.6676
H 2.5009 5.6988 -1.5138
H 0.8515 7.4754 -1.5133
H -0.4684 6.3342 -1.3700
H 1.6061 7.0245 0.7683
H -0.1357 7.2661 0.8564
H -0.4710 2.1636 4.0805
H -1.3441 3.7902 5.7284
H -1.3992 6.1856 5.1931
H -0.5694 6.9954 3.0244
```

Results
Largest force on an atom: 2.780 eV/A
HOMO: -9.475 eV
E: -2092.06385 Eh
Total charge: +1
ΔE to the lowest compared entry with this formula, charge and spin: 0.000 eV
Kohn-Sham gap: 5.46 eV


> Which formula does entry 3 have?

C38H45N4O2PS2Si2V


> Look up the largest force on an atom of the fourth one.

2.780 eV/A


> Look up the total charge of the first one.

+1